Model one:
{
  "formula": "C3H5PS",
  "method": "ωB97M-V/def2-TZVPD",
  "species": ["C", "C", "C", "S", "P", "H", "H", "H", "H", "H"],
  "xyz": [[-0.51361, 1.90172, 0.50932], [-0.82533, 0.92322, -0.13620], [-1.21959, -0.27421, -0.71747], [0.21981, -1.62525, -0.47646], [1.54834, -0.42370, 0.61848], [-0.42873, 2.85178, 0.87932], [-1.41840, -0.41681, -1.76732], [-1.84212, -0.85913, -0.11547], [1.82174, -1.45518, 1.51263], [2.65789, -0.62244, -0.30682]],
  "nbo_charge": [-0.18, -0.04, -0.52, -0.17, 0.22, 0.23, 0.25, 0.25, -0.02, -0.01],
  "lumo_energy_ha": 0.028,
  "smiles": "C#CCSP",
  "total_charge": 0,
  "orbital_gap_ev": 9.7
}

***

Model two:
{
  "formula": "C3H5PS",
  "method": "ωB97M-V/def2-TZVPD",
  "species": ["C", "C", "C", "P", "S", "H", "H", "H", "H", "H"],
  "xyz": [[0.61115, 1.54643, 0.29298], [-0.99425, -0.50778, 0.01187], [0.40925, -1.10422, -0.02483], [-1.01880, 1.43333, 0.02513], [1.66228, 0.21380, 0.10944], [1.27360, 3.26084, -0.04121], [-1.66044, -0.66902, -0.90919], [-1.46163, -0.75532, 0.86515], [0.75996, -1.74221, 0.70419], [0.41889, -1.67587, -1.03354]],
  "nbo_charge": [-0.81, -0.68, -0.54, 0.60, 0.29, 0.23, 0.23, 0.22, 0.23, 0.23],
  "lumo_energy_ha": -0.022,
  "total_charge": 0,
  "orbital_gap_ev": 7.4
}

***

Stability, descending: model one, model two

***

Model one:
{
  "formula": "C2H3F2NS",
  "method": "ωB97M-V/def2-TZVPD",
  "species": ["C", "C", "N", "F", "F", "S", "H", "H", "H"],
  "xyz": [[0.51175, 0.83392, 0.02302], [2.94379, 0.17490, -0.03887], [0.05805, -0.36699, -0.06799], [3.00524, 0.98146, -1.08783], [3.32900, 0.88798, 1.09143], [2.76680, -1.39506, -0.03935], [-0.11000, 1.56290, 0.35340], [-0.91291, -0.76656, 0.02791], [0.63001, -1.21054, -0.19806]],
  "nbo_charge": [-0.03, 0.58, -0.70, -0.30, -0.33, -0.10, 0.14, 0.36, 0.38],
  "lumo_energy_ha": 0.009,
  "total_charge": 0,
  "orbital_gap_ev": 9.0
}

***

Model two:
{
  "formula": "C2H3F2NS",
  "method": "ωB97M-V/def2-TZVPD",
  "species": ["F", "C", "F", "C", "N", "S", "H", "H", "H"],
  "xyz": [[-0.61711, -0.49264, 1.42256], [-1.34785, -0.26837, 0.15441], [-1.47657, 1.16784, -0.13941], [-0.48925, -0.87682, -0.92284], [0.84463, -0.73306, -0.81455], [1.65731, 0.44912, -0.05311], [-2.40393, -0.52730, 0.28524], [-0.84082, -1.62093, -1.47941], [0.68105, 0.88807, 0.80786]],
  "nbo_charge": [-0.37, 0.50, -0.37, -0.04, -0.52, 0.32, 0.18, 0.19, 0.11],
  "lumo_energy_ha": -0.008,
  "smiles": "FC(F)/C=N\\S",
  "total_charge": 0,
  "orbital_gap_ev": 9.0
}

***

Stability, descending: model two, model one